{
  "formula": "C26H42F6Na2O30S2",
  "method": "ωB97M-V/def2-TZVPD",
  "homo_ev": -7.21,
  "orbital_gap_ev": 3.697,
  "e_lumo_ev": -3.51,
  "total_energy_ha": -4993.0455,
  "symbols": ["Na", "Na", "C", "F", "F", "F", "S", "O", "O", "O", "C", "F", "F", "F", "S", "O", "O", "O", "C", "C", "O", "C", "O", "O", "H", "H", "H", "H", "C", "C", "O", "C", "O", "O", "H", "H", "H", "H", "C", "C", "O", "C", "O", "O", "H", "H", "H", "H", "C", "O", "C", "O", "O", "C", "H", "H", "H", "H", "H", "H", "C", "O", "C", "O", "O", "C", "H", "H", "H", "H", "H", "H", "C", "O", "C", "O", "O", "C", "H", "H", "H", "H", "H", "H", "C", "O", "C", "O", "O", "C", "H", "H", "H", "H", "H", "H", "C", "O", "C", "O", "O", "C", "H", "H", "H", "H", "H", "H"],
  "xyz": [[5.76341, 19.50854, -9.00933], [-0.27174, 16.23099, -7.56359], [5.76805, 12.93290, -4.38487], [5.84071, 12.67050, -5.69132], [5.19505, 11.82220, -3.80267], [6.91934, 13.05914, -3.81104], [4.60769, 14.56623, -4.14176], [3.19975, 14.17967, -4.44084], [4.85722, 15.04637, -2.81447], [5.05534, 15.46417, -5.17653], [4.24391, 11.29624, -12.55993], [4.99623, 10.84337, -11.57873], [4.98219, 11.13574, -13.67058], [3.16679, 10.59533, -12.65957], [3.75187, 13.14614, -12.21602], [3.38502, 13.63608, -13.55400], [2.61037, 13.12920, -11.28875], [4.88306, 14.00321, -11.76360], [1.84947, 21.23736, -0.94863], [1.92687, 22.35178, -1.91905], [1.33245, 21.83639, -3.05850], [0.48904, 20.91053, -2.75213], [-0.44156, 20.46224, -3.47761], [0.73805, 20.52128, -1.47705], [1.53509, 21.60341, 0.02876], [2.75358, 20.63828, -1.05722], [2.98188, 22.59281, -2.04938], [1.42156, 23.28492, -1.67004], [12.68629, 13.26906, -6.96873], [12.91267, 13.17244, -8.43671], [12.01583, 14.11059, -8.96410], [11.60309, 14.93612, -7.92048], [10.72526, 15.82020, -8.04956], [12.09108, 14.52440, -6.83864], [13.66072, 13.38063, -6.49318], [12.01516, 12.50734, -6.57190], [12.58888, 12.20170, -8.81209], [13.92479, 13.44324, -8.73735], [10.48608, 17.19340, -0.44259], [11.10024, 17.19408, 0.93495], [11.12001, 18.51446, 1.36933], [10.82680, 19.32284, 0.28829], [10.82923, 20.56892, 0.27947], [10.61984, 18.60010, -0.78191], [9.44775, 16.90912, -0.27188], [11.04048, 16.45848, -1.02623], [12.09591, 16.75053, 0.93716], [10.36813, 16.62787, 1.51072], [-3.93710, 14.16613, -1.99917], [-4.83382, 15.18434, -2.34416], [-5.18764, 15.36610, -3.57761], [-4.69833, 14.84493, -4.58235], [-6.11111, 16.31681, -3.55883], [-6.90840, 16.62192, -4.64730], [-3.50455, 14.37485, -1.02067], [-3.07643, 14.26090, -2.66128], [-4.19638, 13.10743, -1.99428], [-6.53288, 16.09136, -5.52227], [-6.67259, 17.66353, -4.86533], [-7.96480, 16.42813, -4.46137], [-1.04984, 8.43877, -7.12596], [-1.49733, 7.47713, -6.30078], [-2.80429, 7.03616, -6.35140], [-3.67073, 7.32839, -7.23133], [-2.96046, 6.23392, -5.31303], [-3.99936, 5.26835, -5.26264], [-1.22697, 7.99904, -8.10747], [0.03619, 8.51115, -7.06774], [-1.62095, 9.36696, -7.10646], [-5.01425, 5.66539, -5.24146], [-3.83879, 4.68915, -4.35334], [-3.91939, 4.55905, -6.08642], [5.52347, 17.76905, 5.46579], [5.92868, 17.94827, 6.76215], [5.16099, 18.60036, 7.64431], [4.15328, 19.29122, 7.38361], [5.67889, 18.40168, 8.87010], [4.85737, 18.84826, 9.90089], [5.48877, 18.57146, 4.72888], [4.48237, 17.44678, 5.44706], [5.92969, 16.89681, 4.95365], [3.86421, 18.40801, 9.81180], [4.73199, 19.91000, 10.11327], [5.36918, 18.41716, 10.76130], [-1.94328, 10.27885, 5.40884], [-0.98255, 10.87972, 4.66287], [0.03087, 10.14671, 4.11212], [0.18179, 8.96260, 4.19647], [0.97102, 11.03546, 3.54926], [1.78003, 10.48179, 2.54039], [-2.03369, 10.99504, 6.22554], [-1.75390, 9.29893, 5.84701], [-2.90659, 10.22329, 4.90185], [1.07051, 9.99304, 1.87271], [2.58645, 9.86425, 2.93588], [2.18101, 11.27131, 1.90480], [14.90165, 5.96815, -8.47515], [13.63762, 6.62191, -8.24914], [12.50149, 5.90803, -7.86888], [12.37242, 4.67015, -7.69297], [11.46322, 6.83793, -7.83140], [10.09892, 6.51324, -7.57842], [14.88654, 4.88577, -8.34738], [15.65069, 6.36765, -7.79147], [15.18127, 6.15377, -9.51219], [9.53882, 6.54848, -8.51284], [9.73091, 7.23946, -6.85366], [9.97105, 5.47538, -7.27087]],
  "forces_ev_per_a": [[0.2, -0.4, 0.0], [0.2, -0.3, 0.1], [-3.8, 0.3, 0.3], [0.6, 0.1, 0.2], [0.1, 0.8, -0.4], [1.7, 0.5, 0.0], [-2.2, -0.7, -1.4], [1.8, -0.5, 0.9], [0.4, -0.5, 0.9], [1.2, 0.4, -0.8], [1.2, 2.6, 0.1], [0.4, -0.5, 1.2], [-0.3, 0.4, -0.2], [-1.5, -1.1, -0.2], [-0.1, 3.8, -1.3], [-0.2, -1.4, 0.4], [1.1, -1.0, -0.2], [-0.7, -2.3, 0.4], [-0.9, 0.0, 0.1], [1.5, 1.9, 0.6], [0.8, 1.3, -2.8], [-4.3, -3.0, -0.9], [3.8, 1.6, 2.6], [-1.1, -1.1, -0.3], [0.7, -0.5, 0.2], [-0.1, -0.2, 0.8], [-0.1, 0.1, -0.7], [-0.2, -0.1, 0.3], [1.4, -0.3, 0.6], [-0.1, -0.9, -1.1], [-0.9, 1.8, 0.3], [-5.0, 2.5, -4.4], [3.4, -2.5, 0.2], [0.6, 0.5, 3.7], [-0.3, -0.7, 0.6], [0.3, 0.0, 0.2], [0.5, -0.1, -0.2], [0.1, -0.3, 0.0], [0.3, 0.5, 1.1], [-0.4, -1.6, 0.4], [-0.4, 1.9, -0.6], [0.9, 4.0, 1.1], [-0.1, -4.2, 0.5], [-0.6, -1.5, -1.8], [-0.1, 0.3, -1.0], [-0.3, 0.7, -0.8], [0.0, 0.1, 0.3], [0.7, -0.1, 0.8], [2.8, -0.2, -0.1], [-0.7, -0.5, 1.8], [0.7, -0.3, -2.9], [-0.9, 0.6, 1.6], [0.0, -0.3, 1.8], [0.8, 0.5, -1.8], [-0.6, 0.3, 0.1], [0.1, -0.2, -0.2], [-1.1, 0.3, -0.4], [-0.4, -0.3, -0.1], [-0.7, 0.2, 0.0], [0.2, 0.1, 0.1], [0.1, 0.6, -3.6], [-2.7, -2.5, 3.3], [-1.3, 1.4, -3.0], [3.4, -1.0, 3.2], [0.3, 0.1, 0.2], [-0.4, -0.7, -0.1], [0.1, 0.7, -0.7], [-0.2, 0.4, 0.6], [0.3, 0.2, 0.4], [0.2, 0.4, -0.1], [0.1, 0.3, 0.0], [0.0, 0.2, -0.2], [-2.8, -1.1, -2.4], [1.1, 0.4, 1.5], [-2.0, 1.7, -1.0], [2.8, -2.2, 0.7], [0.1, 0.5, -2.2], [-0.6, -0.6, 2.1], [0.8, 0.7, 0.7], [-0.5, 0.2, 0.4], [1.1, 0.1, 0.7], [0.0, 0.0, 0.0], [0.4, 0.2, -0.8], [-0.4, 0.1, 0.3], [-1.9, -0.3, 2.2], [3.3, 0.2, -2.8], [1.2, 1.4, 0.3], [-0.4, 0.3, -0.3], [-2.4, -0.3, 1.7], [-0.4, -0.3, -1.0], [-0.6, -0.3, 0.4], [0.6, 0.0, -0.4], [0.1, 0.0, -0.3], [0.6, -0.8, -0.1], [-0.3, -0.2, -0.1], [0.1, 0.3, 0.6], [-0.2, -0.5, -0.1], [-1.8, -1.1, 0.9], [-1.1, -2.0, -0.5], [0.9, 4.5, -0.5], [2.6, -0.7, -0.2], [0.0, -1.0, -0.3], [-0.5, 0.0, 0.2], [-0.2, 0.2, -0.1], [0.0, 0.2, 0.1], [0.1, 0.5, -0.1], [0.0, -0.2, -0.1], [0.3, 0.1, 0.5]]
}



{
  "formula": "C26H42O15V",
  "method": "ωB97M-V/def2-TZVPD",
  "homo_ev": [-7.54, -7.58],
  "s2": 0.773,
  "multiplicity": 2,
  "orbital_gap_ev": [7.635, 7.674],
  "e_lumo_ev": [0.10, 0.10],
  "total_energy_ha": -3088.5573,
  "symbols": ["O", "V", "C", "O", "H", "H", "H", "C", "O", "H", "H", "H", "O", "C", "O", "C", "C", "C", "H", "H", "H", "H", "H", "H", "O", "C", "O", "C", "C", "C", "H", "H", "H", "H", "H", "H", "O", "C", "O", "C", "C", "C", "H", "H", "H", "H", "H", "H", "O", "C", "O", "C", "C", "C", "H", "H", "H", "H", "H", "H", "O", "C", "O", "C", "C", "C", "H", "H", "H", "H", "H", "H", "O", "C", "O", "C", "C", "C", "H", "H", "H", "H", "H", "H"],
  "xyz": [[-0.39293, -0.05593, -0.69093], [-1.23403, -1.15941, 0.04478], [-2.29268, -2.93693, -2.70016], [-2.10439, -2.11443, -1.60650], [-2.01073, -3.97758, -2.47093], [-3.34514, -2.93681, -3.00163], [-1.64456, -2.66198, -3.54538], [1.51082, -2.70563, 1.29279], [0.32074, -2.56605, 0.59971], [2.04262, -1.74016, 1.34247], [1.33137, -3.05869, 2.32384], [2.16625, -3.44781, 0.81814], [-2.97906, 0.28825, 0.03365], [-3.51214, 1.19425, -0.53116], [-2.84115, 1.97028, -1.38989], [-3.65895, 3.02726, -1.90506], [-4.85996, 3.08533, -0.96332], [-4.94096, 1.66884, -0.44125], [-3.96607, 2.85888, -2.93814], [-3.10386, 3.96191, -1.87918], [-5.77241, 3.45075, -1.43183], [-4.60737, 3.83982, -0.21422], [-5.56173, 1.03692, -1.07987], [-5.34145, 1.57861, 0.56662], [1.67447, 1.79022, 0.14427], [2.85681, 1.82038, 0.32544], [3.54487, 2.98410, 0.28241], [4.93440, 2.74300, 0.57494], [5.15716, 1.29049, 0.24561], [3.80985, 0.71013, 0.65436], [5.08906, 2.98913, 1.63353], [5.59016, 3.45239, 0.07020], [5.95507, 0.83263, 0.82574], [5.32762, 1.24116, -0.82962], [3.73178, 0.38615, 1.69347], [3.56058, -0.18989, 0.08733], [-0.48298, 3.85543, -5.98749], [0.06841, 3.69181, -4.93247], [0.63819, 2.53661, -4.58651], [1.11428, 2.61153, -3.21452], [0.45208, 3.84418, -2.62654], [0.25547, 4.74472, -3.85118], [2.19431, 2.78169, -3.26584], [0.91990, 1.67804, -2.69959], [1.09249, 4.25671, -1.84963], [-0.53775, 3.58953, -2.24507], [1.09455, 5.40557, -4.06298], [-0.65775, 5.33405, -3.82767], [4.30769, -2.27592, -4.76127], [3.41561, -2.38791, -3.97644], [3.10947, -3.54014, -3.37166], [1.81474, -3.43572, -2.75533], [1.60211, -1.95017, -2.50435], [2.39703, -1.26367, -3.61136], [1.73072, -4.03886, -1.85653], [1.12498, -3.77698, -3.53518], [1.96688, -1.70875, -1.50699], [0.52009, -1.83075, -2.54866], [3.00553, -0.44870, -3.22698], [1.82330, -0.95925, -4.48121], [-2.68828, -2.06982, 1.52632], [-2.77123, -2.56882, 2.60939], [-3.68490, -2.17506, 3.49307], [-3.59692, -2.91993, 4.73166], [-2.21104, -3.56186, 4.67080], [-1.94563, -3.72207, 3.17612], [-4.38517, -3.66473, 4.67646], [-3.66040, -2.27134, 5.59892], [-2.26407, -4.53198, 5.17516], [-1.39641, -3.05235, 5.18181], [-2.30158, -4.66710, 2.76888], [-0.89301, -3.61529, 2.92361], [-0.99476, 0.15537, 1.84654], [-0.41684, 0.11778, 2.90263], [-0.98870, -0.42843, 3.97805], [-0.11245, -0.23789, 5.12184], [0.89239, 0.81247, 4.70133], [0.98376, 0.55765, 3.20246], [0.38479, -1.18457, 5.33823], [-0.71750, 0.05236, 5.97941], [1.81494, 0.55754, 5.23035], [0.67312, 1.84956, 4.94469], [1.66742, -0.24931, 2.93570], [1.20909, 1.45519, 2.63180]],
  "forces_ev_per_a": [[-0.5, -1.1, 0.5], [1.6, -0.7, -3.0], [0.8, -0.3, 0.7], [0.5, 1.3, 2.3], [-0.2, -0.1, 0.0], [0.0, 0.0, -0.2], [-0.2, 0.2, -0.2], [-0.9, 0.6, -0.3], [-1.8, 0.7, -0.4], [0.3, -0.1, 0.1], [0.2, 0.0, 0.2], [0.1, 0.0, 0.0], [-0.3, -1.0, 0.5], [0.1, 0.5, -0.6], [0.3, 0.2, -0.4], [-0.6, 0.4, -0.1], [0.0, 0.8, -0.1], [-0.3, 0.0, 0.5], [0.3, -0.5, 0.0], [0.3, -0.1, 0.0], [0.0, -0.2, -0.2], [-0.2, -0.4, 0.4], [0.1, -0.1, -0.1], [0.2, -0.1, 0.0], [0.2, 0.0, 0.1], [-0.6, 0.2, 0.3], [0.4, 0.4, -0.3], [0.3, 0.8, 1.0], [-0.1, 0.0, 0.6], [0.0, -1.1, -1.0], [-0.1, -0.4, 0.1], [-0.4, -0.1, -0.5], [0.3, 0.1, -0.3], [0.0, -0.5, 0.0], [0.1, 0.4, 0.2], [-0.2, 0.1, -0.1], [0.0, -0.2, 0.1], [0.1, 0.9, -0.9], [-0.1, -0.5, 0.6], [0.5, 0.3, -0.5], [-0.1, 0.2, 0.0], [-0.4, -0.7, 0.3], [0.0, -0.2, 0.0], [-0.2, -0.1, 0.0], [-0.3, 0.1, 0.2], [0.2, -0.1, 0.3], [0.1, -0.1, -0.2], [0.1, 0.2, 0.1], [0.7, -0.1, 0.0], [-0.9, 1.0, -0.7], [0.4, -0.3, 0.5], [-0.2, 0.4, -0.7], [-0.7, -0.4, 0.0], [0.8, -1.3, 0.9], [0.2, -0.1, -0.1], [-0.2, -0.2, 0.4], [-0.2, 0.2, 0.0], [0.1, 0.6, 0.3], [-0.2, 0.3, -0.2], [0.1, 0.0, -0.1], [0.0, 0.5, -0.6], [0.5, -1.0, 0.4], [-0.4, 0.5, 0.4], [1.1, 0.0, -0.6], [-0.1, -1.7, 0.3], [0.1, 0.8, 0.4], [-0.1, 0.0, 0.4], [-0.5, 0.3, -0.2], [0.0, 0.0, -0.1], [-0.3, 0.6, -0.1], [-0.1, 0.0, -0.1], [-0.1, 0.1, -0.3], [0.0, -0.2, 0.3], [0.0, -0.7, -0.9], [0.1, 0.2, 0.7], [-0.6, 0.1, 0.2], [1.3, -0.7, 0.4], [-0.3, 1.0, 0.3], [-0.1, 0.0, -0.1], [-0.1, -0.1, -0.1], [0.1, 0.3, -0.2], [-0.5, -0.1, 0.0], [-0.1, 0.0, 0.0], [0.1, -0.2, -0.2]]
}